Density functional theory data (ωB97M-V/def2-TZVPD) for C22H23NO3P2Pt as an isolated structure.

The geometry in XYZ format:
```
52
Properties=species:S:1:pos:R:3:mulliken_spin:R:1
Pt 0.58 1.09 1.09 1.458
C -3.89 -3.69 -2.89 0.095
C -3.40 -2.60 -3.56 -0.016
C -2.53 -1.72 -2.95 0.069
C -2.14 -1.90 -1.63 0.085
C -2.60 -3.02 -0.96 0.049
C -3.59 -3.83 -1.50 -0.019
P -0.96 -0.70 -1.00 0.386
C -0.88 -0.85 0.84 0.141
C -2.07 -0.69 1.63 0.014
C -2.07 -1.07 2.98 0.038
C -0.91 -1.66 3.55 0.071
C 0.25 -1.84 2.80 0.014
C 0.25 -1.53 1.45 0.061
C -1.43 1.04 -1.18 0.114
C -2.18 1.53 -2.21 0.036
C -2.37 2.88 -2.21 0.037
C -2.01 3.77 -1.17 0.079
C -1.11 3.19 -0.23 0.026
C -0.79 1.85 -0.20 0.428
H -4.42 -4.44 -3.40 0.003
H -3.47 -2.53 -4.62 0.001
H -2.08 -1.01 -3.64 -0.003
H -2.25 -3.19 0.08 0.006
H -3.86 -4.73 -0.95 0.002
H -2.88 -0.11 1.30 0.003
H -2.89 -0.82 3.67 0.003
H -0.86 -1.90 4.59 0.002
H 1.16 -2.30 3.23 0.000
H 1.14 -1.79 0.90 0.015
H -2.52 0.86 -3.00 0.008
H -2.89 3.37 -3.02 0.005
H -2.22 4.86 -1.06 0.001
H -0.56 3.88 0.45 0.019
N -0.21 1.62 4.09 0.125
C 0.23 1.48 3.04 0.194
C 3.60 3.14 1.27 0.006
O 3.69 1.82 0.69 0.041
P 2.79 0.55 0.53 0.341
O 3.36 -0.56 1.45 0.010
C 4.82 -0.65 1.84 0.015
O 2.91 0.11 -0.97 0.021
C 3.68 0.81 -2.03 0.015
H 4.67 3.45 1.14 0.001
H 3.34 3.31 2.27 -0.002
H 2.86 3.73 0.67 0.000
H 4.79 -0.93 2.83 -0.001
H 5.19 0.36 1.60 -0.001
H 5.27 -1.35 1.18 0.003
H 2.93 1.23 -2.66 -0.001
H 4.17 -0.04 -2.48 0.003
H 4.36 1.54 -1.65 0.001
```

Summary:
Total charge: +2
LUMO energy (spin up / spin down): -0.2188 / -0.3453 Ha
Relative energy (zero: lowest compared OMol25 entry of this formula, charge and spin): 0.000 eV
Gap between HOMO and LUMO (spin up / spin down): 8.706 / 5.848 eV
2S+1: 5
<S²>: 6.0218

=====

Density functional theory data (ωB97M-V/def2-TZVPD) for C21H15NO7V as an isolated structure.

The geometry in XYZ format:
```
45
Properties=species:S:1:pos:R:3:mulliken_spin:R:1
V 0.57 -0.88 -0.82 1.074
O -1.00 -0.30 0.10 -0.007
C -1.85 0.67 -0.74 -0.012
C -1.59 0.19 -2.20 0.004
O -2.18 0.40 -3.17 -0.008
O -0.29 -0.50 -2.25 -0.048
C -1.20 2.03 -0.65 -0.007
C 0.02 2.22 -0.01 0.010
C 0.63 3.47 -0.06 0.004
C 0.02 4.52 -0.73 0.001
C -1.21 4.32 -1.36 0.002
C -1.82 3.08 -1.33 -0.002
C -3.26 0.52 -0.30 0.007
C -4.07 -0.49 -0.83 -0.002
C -5.36 -0.66 -0.35 0.000
C -5.84 0.17 0.65 -0.002
C -5.04 1.17 1.19 0.000
C -3.75 1.35 0.71 -0.001
H -1.61 -0.89 0.58 0.011
H 0.47 1.46 0.61 -0.007
H 1.56 3.63 0.46 0.000
H 0.49 5.49 -0.76 0.000
H -1.69 5.14 -1.88 0.000
H -2.76 2.92 -1.83 0.000
H -3.72 -1.13 -1.63 0.000
H -5.99 -1.43 -0.77 0.000
H -6.85 0.04 1.02 0.000
H -5.42 1.82 1.97 0.000
H -3.13 2.14 1.12 0.000
O 0.67 -2.66 -0.21 -0.014
C 1.69 -3.26 0.29 0.015
C 2.94 -2.67 0.54 0.012
C 3.99 -3.46 1.04 0.011
C 5.21 -2.89 1.24 -0.005
C 5.44 -1.54 0.96 0.009
C 4.43 -0.74 0.47 0.001
C 3.18 -1.29 0.26 -0.009
O 2.18 -0.53 -0.21 -0.035
N 6.32 -3.72 1.77 0.001
O 6.05 -4.87 2.00 0.000
O 7.37 -3.16 1.94 -0.001
H 1.54 -4.32 0.53 -0.002
H 3.85 -4.52 1.26 0.000
H 6.43 -1.14 1.14 0.000
H 4.59 0.30 0.25 0.001
```

Summary:
Total charge: +2
LUMO energy (spin up / spin down): -0.3587 / -0.3444 Ha
Gap between HOMO and LUMO (spin up / spin down): 5.571 / 5.964 eV
2S+1: 2
<S²>: 0.7634

=====

Density functional theory data (ωB97M-V/def2-TZVPD) for C6H10O2 as an isolated structure.

The geometry in XYZ format:
```
18
Properties=species:S:1:pos:R:3:mulliken_charge:R:1
C 0.56 0.91 0.87 -0.599
C 1.21 0.24 -1.68 -1.388
C -2.11 0.03 -0.03 -1.285
C 0.00 -0.42 1.47 0.564
C 0.51 0.06 -0.39 0.714
C -0.75 -0.64 -0.06 0.015
O 1.41 -1.25 0.63 -0.609
O -0.39 -0.76 2.56 -0.697
H 2.24 -0.99 1.06 0.302
H -0.11 1.77 0.89 0.231
H 1.55 1.22 1.22 0.289
H -0.81 -1.66 -0.44 0.488
H 0.62 0.94 -2.29 0.346
H 1.28 -0.70 -2.22 0.318
H 2.20 0.67 -1.55 0.345
H -2.61 -0.06 -0.99 0.367
H -2.06 1.09 0.22 0.284
H -2.73 -0.46 0.73 0.316
```

Summary:
LUMO energy: 0.0222 Ha
Relative energy (zero: lowest compared OMol25 entry of this formula, charge and spin): 3.523 eV
Gap between HOMO and LUMO: 9.038 eV

=====

Density functional theory data (ωB97M-V/def2-TZVPD) for a 2-piece molecular cluster, C6H10O overall.

The geometry in XYZ format:
```
17
Properties=species:S:1:pos:R:3:mulliken_charge:R:1
C -1.82 0.00 0.62 -1.074
C -1.33 0.99 -0.12 -0.076
C 0.05 1.58 0.06 -0.523
C 0.72 0.70 -0.96 -0.093
C 1.35 -0.46 -0.75 -0.681
C 1.74 -1.00 0.57 0.184
O 1.44 -0.54 1.65 -0.482
H -1.32 -0.33 1.53 0.397
H -0.93 -1.61 -0.13 -0.170
H -2.75 -0.50 0.35 0.371
H -1.84 1.28 -1.04 0.295
H 0.10 2.64 -0.21 0.317
H 0.44 1.42 1.07 0.364
H 0.51 0.97 -1.99 0.317
H 1.61 -1.08 -1.60 0.324
H -0.27 -1.81 -0.43 0.216
H 2.37 -1.92 0.52 0.314
```

Summary:
SMILES: C=CC/C=C\C=O.[H][H]
LUMO energy: 0.0072 Ha
Relative energy (zero: lowest compared OMol25 entry of this formula, charge and spin): 2.727 eV
Gap between HOMO and LUMO: 9.666 eV

=====

Density functional theory data (ωB97M-V/def2-TZVPD) for a 2-piece molecular cluster, C3H3NO2 overall.

The geometry in XYZ format:
```
9
Properties=species:S:1:pos:R:3:mulliken_charge:R:1
C 1.71 1.40 -0.31 -0.438
C 2.11 0.31 -0.58 -0.346
C -2.02 -0.09 -0.40 0.590
N -1.33 -0.45 0.52 -0.176
O -2.70 0.50 -1.16 -0.424
O -0.81 -1.63 0.80 -0.351
H 1.27 2.38 -0.07 0.377
H 2.52 -0.59 -0.57 0.409
H -0.74 -1.84 1.77 0.359
```

Summary:
SMILES: O=C=NO.C#C
LUMO energy: 0.0125 Ha
Relative energy (zero: lowest compared OMol25 entry of this formula, charge and spin): 5.586 eV
Gap between HOMO and LUMO: 10.121 eV

=====

Density functional theory data (ωB97M-V/def2-TZVPD) for C32H21BrF5N3O4RuS4 as an isolated structure.

The geometry in XYZ format:
```
71
Properties=species:S:1:pos:R:3:mulliken_spin:R:1
Ru 0.19 0.37 -0.18 4.057
Br 3.57 2.52 -0.35 0.005
C 3.62 1.00 0.78 -0.008
C 4.84 0.69 1.36 0.001
C 4.89 -0.41 2.20 -0.001
C 3.75 -1.15 2.42 -0.003
C 2.58 -0.76 1.80 -0.018
N 2.51 0.31 0.99 0.054
C 1.31 -1.58 2.00 0.034
O 1.35 -2.47 2.84 0.024
O 0.31 -1.25 1.27 0.097
H 5.70 1.30 1.15 0.000
H 5.83 -0.68 2.67 0.000
H 3.72 -2.02 3.06 0.002
O -2.05 -0.07 0.80 0.018
S -3.32 0.07 1.58 0.016
C -4.50 -1.07 0.75 0.004
C -3.78 -2.00 -0.22 0.001
C -3.69 -1.42 -1.63 -0.002
C -3.08 -2.39 -2.65 0.003
S -1.24 -2.35 -2.61 0.013
O -0.90 -1.49 -1.43 0.039
C -0.98 -1.39 -4.10 0.002
C -1.04 -0.01 -4.05 -0.017
C -0.82 0.72 -5.21 0.002
C -0.52 0.06 -6.40 0.000
C -0.44 -1.32 -6.43 0.001
C -0.66 -2.06 -5.28 -0.001
C -3.13 -0.86 3.09 0.004
C -2.09 -1.77 3.21 0.000
C -1.94 -2.46 4.41 0.000
C -2.83 -2.25 5.45 0.000
C -3.87 -1.32 5.32 0.000
C -4.01 -0.61 4.13 0.000
H -5.22 -0.43 0.23 0.000
H -5.01 -1.60 1.55 0.000
H -4.32 -2.95 -0.26 0.001
H -2.77 -2.21 0.15 -0.002
H -3.11 -0.49 -1.61 0.001
H -4.69 -1.17 -1.97 0.000
H -3.36 -2.15 -3.68 -0.001
H -3.37 -3.42 -2.44 0.001
H -1.23 0.50 -3.11 0.008
H -0.86 1.80 -5.17 0.001
H -0.32 0.64 -7.30 0.000
H -0.18 -1.83 -7.35 0.000
H -0.57 -3.15 -5.29 0.000
H -1.37 -1.89 2.40 -0.003
H -1.11 -3.15 4.52 0.000
H -2.71 -2.78 6.39 0.000
H -4.55 -1.14 6.14 0.000
H -4.80 0.13 4.03 0.000
S 0.20 2.59 1.07 0.327
C -1.04 3.22 0.06 -0.020
S -1.59 2.17 -1.17 0.270
C -1.56 4.49 0.24 -0.002
C -1.07 5.36 1.28 -0.018
N -0.70 6.06 2.12 0.011
C -2.61 4.99 -0.59 -0.012
N -3.46 5.39 -1.26 0.014
F 1.03 2.37 -3.02 -0.011
C 1.65 1.18 -3.04 -0.104
C 1.47 0.28 -2.02 0.444
C 2.19 -0.89 -2.15 -0.226
F 2.12 -1.85 -1.21 -0.019
C 3.01 -1.18 -3.22 0.014
F 3.69 -2.33 -3.30 0.003
C 3.13 -0.25 -4.23 0.011
F 3.91 -0.49 -5.28 0.000
C 2.45 0.94 -4.14 -0.016
F 2.57 1.85 -5.12 0.004
```

Summary:
Total charge: -1
LUMO energy (spin up / spin down): 0.0753 / 0.0563 Ha
Relative energy (zero: lowest compared OMol25 entry of this formula, charge and spin): 0.295 eV
Gap between HOMO and LUMO (spin up / spin down): 6.848 / 6.572 eV
2S+1: 6
<S²>: 8.7610

=====

Density functional theory data (ωB97M-V/def2-TZVPD) for C20H30N3O6SbY as an isolated structure.

The geometry in XYZ format:
```
61
Properties=species:S:1:pos:R:3:mulliken_charge:R:1
Y 0.18 0.20 0.55 1.356
O -1.91 0.05 -0.73 -0.486
C -2.85 1.07 -0.34 -0.787
C -2.83 1.25 1.17 -0.031
N -1.50 1.65 1.65 0.158
C -1.16 3.03 1.24 -0.614
C -0.50 3.13 -0.15 0.284
O -0.73 4.05 -0.89 -0.633
O 0.31 2.14 -0.39 -0.232
C -1.30 1.41 3.10 -0.571
C 0.00 0.67 3.47 0.697
O 0.13 0.20 4.57 -0.644
O 0.88 0.61 2.51 -0.861
H -2.27 -0.83 -0.54 0.296
H -2.57 1.97 -0.88 0.332
H -3.86 0.79 -0.67 0.466
H -3.59 1.98 1.46 0.487
H -3.09 0.30 1.65 -0.128
H -2.05 3.68 1.24 0.259
H -0.44 3.43 1.95 0.574
H -1.29 2.36 3.64 0.473
H -2.14 0.83 3.49 0.146
C 3.54 -1.55 -2.47 -1.236
Sb 2.26 -0.05 -1.71 0.724
C 3.65 1.51 -1.36 -1.224
C 1.40 0.67 -3.50 -1.267
H 4.22 -1.12 -3.20 0.369
H 2.95 -2.33 -2.96 0.367
H 4.12 -2.01 -1.67 0.358
H 4.16 1.74 -2.29 0.412
H 4.39 1.20 -0.62 0.392
H 3.12 2.39 -1.01 0.309
H 2.19 0.89 -4.21 0.400
H 0.85 1.58 -3.27 0.358
H 0.72 -0.06 -3.93 0.385
C -1.68 -5.61 3.76 -0.956
N -1.11 -4.80 2.70 -0.052
N -1.38 -3.47 2.58 0.761
C -0.78 -2.98 1.47 0.231
O -0.82 -1.74 1.19 -0.443
C -0.15 -4.07 0.84 -1.132
C -0.37 -5.18 1.64 0.775
C 0.06 -6.59 1.46 -1.605
C -2.11 -2.70 3.54 -0.728
C -3.41 -2.32 3.22 0.056
C -4.13 -1.56 4.13 -0.795
C -3.55 -1.20 5.34 -0.452
C -2.26 -1.59 5.64 -0.587
C -1.52 -2.34 4.74 0.085
H -2.61 -5.15 4.08 0.376
H -0.99 -5.67 4.61 0.292
H -1.89 -6.60 3.37 0.410
H 0.43 -4.05 -0.07 0.469
H 0.81 -6.64 0.68 0.379
H -0.77 -7.22 1.16 0.338
H 0.49 -6.99 2.37 0.381
H -3.84 -2.63 2.28 0.546
H -5.15 -1.26 3.90 0.425
H -4.12 -0.61 6.05 0.437
H -1.81 -1.27 6.57 0.403
H -0.50 -2.61 4.95 0.497
```

Summary:
Total charge: +1
LUMO energy: -0.0879 Ha
Relative energy (zero: lowest compared OMol25 entry of this formula, charge and spin): 0.029 eV
Gap between HOMO and LUMO: 9.540 eV

=====

Density functional theory data (ωB97M-V/def2-TZVPD) for CH3NO as an isolated structure.

The geometry in XYZ format:
```
6
Properties=species:S:1:pos:R:3:mulliken_charge:R:1
C -0.64 0.26 -0.13 0.052
H 0.88 -1.32 0.30 0.317
H 1.45 0.36 0.65 0.291
H -0.65 1.28 -0.24 0.378
N 0.66 -0.23 -0.43 -0.577
O -1.70 -0.34 -0.16 -0.461
```

Summary:
LUMO energy: -0.0066 Ha
Relative energy (zero: lowest compared OMol25 entry of this formula, charge and spin): 3.751 eV
Gap between HOMO and LUMO: 10.223 eV